i) {
  "formula": "C17H22N2O2",
  "method": "ωB97M-V with the def2-TZVPD basis set",
  "elements": ["C", "C", "O", "C", "O", "C", "C", "N", "C", "C", "C", "C", "C", "C", "C", "N", "C", "C", "C", "C", "C", "H", "H", "H", "H", "H", "H", "H", "H", "H", "H", "H", "H", "H", "H", "H", "H", "H", "H", "H", "H", "H", "H"],
  "positions_angstrom": [[5.206, -0.338, -2.195], [4.247, -1.374, -1.669], [2.893, -0.645, -1.411], [2.025, -1.504, -0.811], [2.432, -2.557, -0.381], [0.504, -1.090, -0.877], [-0.188, -2.220, -0.439], [-0.793, -2.934, 0.219], [0.015, 0.033, 0.128], [-0.144, -0.348, 1.599], [-1.384, -0.698, 2.202], [-1.495, -0.932, 3.603], [-0.332, -0.805, 4.406], [0.900, -0.510, 3.793], [0.989, -0.276, 2.391], [-1.121, 0.785, -0.296], [-1.123, 1.290, -1.693], [-2.502, 1.169, -2.320], [-3.606, 1.852, -1.501], [-3.481, 1.579, 0.002], [-2.006, 1.650, 0.507], [6.195, -0.763, -2.410], [4.870, 0.062, -3.157], [5.422, 0.450, -1.466], [4.082, -2.151, -2.422], [4.723, -1.905, -0.818], [0.334, -0.799, -1.944], [0.974, 0.599, -0.104], [-2.272, -0.909, 1.582], [-2.445, -1.308, 4.044], [-0.384, -1.071, 5.488], [1.825, -0.532, 4.388], [1.959, -0.128, 1.921], [-0.369, 0.755, -2.275], [-0.852, 2.364, -1.693], [-2.744, 0.107, -2.403], [-2.479, 1.604, -3.326], [-3.527, 2.939, -1.656], [-4.599, 1.529, -1.847], [-4.102, 2.297, 0.567], [-3.884, 0.584, 0.253], [-2.050, 1.433, 1.571], [-1.711, 2.721, 0.449]],
  "lowdin_charge": [-0.0937, -0.1587, -0.0056, -0.4356, 0.1140, -0.1357, -0.2221, 0.2223, -0.2246, -0.1850, -0.0612, -0.0633, -0.0927, -0.0735, -0.0251, -0.0997, -0.1707, -0.1858, -0.2067, -0.1790, -0.1688, 0.0815, 0.0782, 0.0810, 0.1220, 0.1265, 0.1520, 0.1530, 0.1141, 0.1102, 0.1076, 0.1017, 0.1133, 0.0989, 0.1274, 0.1131, 0.1110, 0.1096, 0.1097, 0.1122, 0.1072, 0.0976, 0.1234],
  "homo_ha": -0.3051,
  "smiles": "CCOC(=O)[C@@H](C#N)[C@H](c1ccccc1)N1CCCCC1"
}


ii) {
  "formula": "C17H22N2O2",
  "method": "ωB97M-V with the def2-TZVPD basis set",
  "elements": ["C", "C", "N", "C", "C", "O", "O", "H", "H", "H", "H", "H", "H", "C", "C", "C", "N", "C", "C", "C", "C", "C", "C", "C", "C", "C", "C", "H", "H", "H", "H", "H", "H", "H", "H", "H", "H", "H", "H", "H", "H", "H", "H"],
  "positions_angstrom": [[0.721, -1.267, 2.616], [0.429, -1.914, 1.284], [1.315, -1.536, 0.262], [2.129, -2.638, -0.073], [3.543, -2.482, 0.408], [1.757, -3.589, -0.748], [-0.521, -2.667, 1.122], [1.762, -0.926, 2.680], [0.051, -0.411, 2.777], [0.517, -2.008, 3.395], [3.620, -1.698, 1.168], [3.874, -3.447, 0.800], [4.173, -2.216, -0.451], [-0.968, 4.101, 1.928], [0.477, 4.133, 2.452], [1.176, 2.876, 1.917], [0.244, 2.311, 0.951], [0.531, 1.212, 0.272], [-0.388, 0.620, -0.626], [-0.267, -0.648, -1.102], [-1.113, -1.208, -2.099], [-1.164, -2.618, -2.298], [-2.024, -3.173, -3.227], [-2.840, -2.346, -4.021], [-2.775, -0.956, -3.874], [-1.923, -0.386, -2.935], [-1.027, 3.011, 0.850], [-1.662, 3.850, 2.733], [-1.257, 5.064, 1.506], [1.000, 5.014, 2.067], [0.521, 4.152, 3.543], [2.142, 3.105, 1.441], [1.382, 2.149, 2.723], [1.520, 0.767, 0.441], [-1.247, 1.222, -0.944], [0.646, -1.359, -0.698], [-0.513, -3.243, -1.681], [-2.058, -4.256, -3.336], [-3.516, -2.786, -4.747], [-3.390, -0.303, -4.495], [-1.847, 0.698, -2.836], [-1.880, 2.333, 0.998], [-1.150, 3.465, -0.145]],
  "lowdin_charge": [-0.0115, -0.5307, -0.0179, -0.5105, -0.0131, 0.0621, 0.0785, 0.0674, 0.0743, 0.0824, 0.0638, 0.0820, 0.0846, -0.1487, -0.1497, -0.1302, -0.0895, -0.0184, -0.0556, -0.0179, -0.1891, 0.0024, -0.0719, -0.0773, -0.0922, -0.0290, -0.1359, 0.1109, 0.1097, 0.1100, 0.1110, 0.1303, 0.1256, 0.1405, 0.0898, -0.0101, 0.1053, 0.1057, 0.0984, 0.0998, 0.1004, 0.1331, 0.1315],
  "homo_ha": -0.2466
}


It is i) that is most stable; the runner-up trails by 0.0748 hartree.


i) {
  "formula": "C5H11N3O",
  "method": "ωB97M-V with the def2-TZVPD basis set",
  "elements": ["C", "N", "C", "N", "H", "H", "H", "H", "H", "H", "C", "C", "C", "N", "O", "H", "H", "H", "H", "H"],
  "positions_angstrom": [[-0.074, -1.684, -0.627], [0.210, -0.307, -0.978], [2.988, 0.049, -0.478], [2.475, -0.481, -1.414], [0.196, -0.106, -1.971], [-1.104, -1.969, -0.872], [0.082, -1.852, 0.435], [0.603, -2.354, -1.163], [4.007, 0.036, -0.117], [2.197, 0.830, 0.370], [-2.486, 0.801, 0.524], [-1.071, 0.547, 0.946], [-0.010, 0.845, -0.170], [-0.808, 0.163, 2.119], [-0.099, 1.938, -0.773], [0.186, -0.032, 2.255], [1.224, 0.956, 0.678], [-2.777, 0.156, -0.309], [-3.162, 0.632, 1.360], [-2.578, 1.834, 0.186]],
  "lowdin_charge": [-0.0843, -0.0396, -0.1551, 0.1340, 0.1372, 0.0872, 0.0807, 0.0754, 0.0938, 0.0910, -0.0302, -0.3675, -0.5698, 0.1433, -0.0345, 0.0443, 0.1436, 0.0843, 0.0808, 0.0855],
  "homo_ha": [-0.3303, -0.3303]
}


ii) {
  "formula": "C5H11N3O",
  "method": "ωB97M-V with the def2-TZVPD basis set",
  "elements": ["C", "C", "C", "N", "C", "O", "C", "N", "N", "H", "H", "H", "H", "H", "H", "H", "H", "H", "H", "H"],
  "positions_angstrom": [[-2.052, -0.065, -0.214], [-0.923, -0.476, 0.700], [0.240, -1.173, 0.230], [0.535, -2.533, 0.392], [1.008, -0.256, -0.420], [1.931, -0.440, -1.443], [0.562, 1.063, -0.034], [0.761, 1.704, 1.232], [0.458, 2.016, -1.015], [-2.831, -0.837, -0.279], [-2.542, 0.849, 0.140], [-1.695, 0.118, -1.230], [-1.259, -0.700, 1.719], [1.471, -2.749, 0.708], [-0.170, -3.059, 0.886], [1.725, -1.276, -1.882], [0.691, 1.039, 1.988], [1.677, 2.150, 1.251], [0.065, 2.907, -0.760], [0.347, 1.716, -1.969]],
  "lowdin_charge": [-0.1256, -0.1440, -0.3489, 0.1043, -0.2773, 0.0283, -0.3783, 0.0698, 0.1467, 0.0655, 0.0681, 0.0668, 0.0969, 0.0870, 0.0791, 0.0998, 0.0762, 0.0846, 0.0990, 0.1019],
  "homo_ha": -0.2571,
  "smiles": "C/C=C(/N)C(O)=C(N)N"
}


It is ii) that is most stable; the runner-up trails by 0.1053 hartree.


i) {
  "formula": "C5H11N3O",
  "method": "ωB97M-V with the def2-TZVPD basis set",
  "elements": ["C", "C", "C", "N", "N", "N", "C", "C", "O", "H", "H", "H", "H", "H", "H", "H", "H", "H", "H", "H"],
  "positions_angstrom": [[1.947, 1.483, -0.516], [0.669, 0.831, -0.056], [-0.501, 1.449, -0.078], [-1.512, 2.068, 0.131], [0.600, -0.510, 0.304], [1.814, -1.148, 0.598], [-1.039, -1.171, 0.448], [-1.540, -1.425, -0.956], [-1.960, -0.571, 1.293], [2.505, 0.828, -1.191], [1.733, 2.409, -1.056], [2.588, 1.734, 0.335], [-1.351, 2.948, 0.634], [2.454, -0.566, 1.138], [1.655, -2.006, 1.121], [-0.754, -2.106, 0.929], [-1.990, -0.533, -1.400], [-0.726, -1.771, -1.597], [-2.323, -2.194, -0.941], [-2.268, 0.252, 0.861]],
  "lowdin_charge": [-0.0444, -0.3250, -0.1906, 0.1006, -0.1275, 0.0249, -0.2908, -0.0439, -0.0075, 0.0752, 0.0810, 0.0765, 0.0786, 0.0717, 0.0763, 0.1247, 0.0786, 0.0870, 0.0863, 0.0682],
  "homo_ha": -0.2274,
  "smiles": "CC(=C=N)N(N)[C@H](C)O"
}


ii) {
  "formula": "C5H11N3O",
  "method": "ωB97M-V with the def2-TZVPD basis set",
  "elements": ["O", "C", "C", "C", "N", "C", "N", "N", "C", "H", "H", "H", "H", "H", "H", "H", "H", "H", "H", "H"],
  "positions_angstrom": [[2.478, 0.194, -0.401], [1.305, -0.244, 0.311], [0.558, 0.999, 0.830], [-0.332, 1.763, -0.234], [-1.642, 1.250, -0.637], [-2.111, 0.152, -0.196], [-1.573, -0.943, 0.517], [-0.561, -1.805, -0.123], [0.518, -1.076, -0.743], [3.086, -0.540, -0.399], [1.592, -0.828, 1.192], [1.354, 1.657, 1.207], [-0.010, 0.831, 1.729], [-0.490, 2.815, 0.096], [0.239, 1.908, -1.140], [-3.132, -0.063, -0.410], [-2.360, -1.562, 0.580], [-0.083, -2.313, 0.613], [0.020, -0.419, -1.504], [1.145, -1.776, -1.287]],
  "lowdin_charge": [-0.0474, -0.3544, -0.1270, -0.2090, 0.0382, -0.2321, -0.0139, -0.0549, -0.1813, 0.0792, 0.1392, 0.1138, 0.0964, 0.1143, 0.1006, 0.0976, 0.0967, 0.0993, 0.1255, 0.1194],
  "homo_ha": -0.3041,
  "smiles": "O[C@H]1CC/N=C\\NNC1"
}


iii) {
  "formula": "C5H11N3O",
  "method": "ωB97M-V with the def2-TZVPD basis set",
  "elements": ["C", "C", "C", "N", "C", "N", "C", "N", "H", "H", "H", "H", "H", "H", "H", "H", "H", "O", "H", "H"],
  "positions_angstrom": [[-2.413, -1.877, -0.912], [-2.550, -0.514, -0.265], [-1.293, 0.125, 0.055], [-0.339, 0.686, 0.411], [-3.700, -0.244, 0.713], [-4.579, -1.316, 1.057], [-3.723, 0.412, -0.634], [-4.669, -0.088, -1.579], [-3.403, -2.306, -1.097], [-1.885, -1.806, -1.872], [-1.856, -2.560, -0.256], [-3.450, 0.396, 1.558], [-5.207, -1.035, 1.801], [-5.148, -1.591, 0.260], [-3.479, 1.479, -0.658], [-5.575, 0.354, -1.447], [-4.377, 0.085, -2.537], [2.337, -0.042, -0.724], [2.560, 0.684, -0.102], [2.965, -0.739, -0.511]],
  "lowdin_charge": [-0.0316, -0.3740, -0.1619, 0.1623, -0.2642, 0.0623, -0.2720, 0.0490, 0.0696, 0.0894, 0.0914, 0.1483, 0.0764, 0.0672, 0.1425, 0.0879, 0.0903, -0.0969, 0.0407, 0.0233],
  "homo_ha": -0.3309,
  "smiles": "C[C@]1(C#N)[C@H](N)[C@@H]1N.O"
}


It is iii) that is most stable; the runner-up trails by 0.0475 hartree.


i) {
  "formula": "C5H11N3O",
  "method": "ωB97M-V with the def2-TZVPD basis set",
  "elements": ["H", "N", "C", "C", "C", "N", "C", "N", "O", "C", "H", "H", "H", "H", "H", "H", "H", "H", "H", "H"],
  "positions_angstrom": [[-0.580, -0.845, -1.962], [-1.490, -0.855, -1.498], [-1.408, -0.495, -0.286], [-2.634, -0.219, 0.531], [-0.100, -0.206, 0.393], [0.297, -1.135, 1.304], [0.542, 1.027, 0.210], [-0.187, 2.067, -0.370], [1.635, 0.594, -0.755], [2.755, -0.109, -0.294], [-2.645, 0.830, 0.833], [-3.537, -0.454, -0.037], [-2.602, -0.799, 1.456], [-0.063, -2.074, 1.196], [1.240, -1.053, 1.662], [0.390, 2.842, -0.662], [-0.836, 1.823, -1.113], [2.545, -1.185, -0.195], [3.151, 0.275, 0.652], [3.526, -0.030, -1.065]],
  "lowdin_charge": [0.0664, 0.1758, -0.4059, -0.0356, -0.2439, 0.1767, -0.3011, 0.0542, -0.1854, -0.1608, 0.0878, 0.0817, 0.0783, 0.1182, 0.1028, 0.0816, 0.0707, 0.0697, 0.0851, 0.0836],
  "homo_ha": [-0.2581, -0.2472],
  "smiles": "[H]/N=C(C)\\C(N)=C(/N)OC"
}


ii) {
  "formula": "C5H11N3O",
  "method": "ωB97M-V with the def2-TZVPD basis set",
  "elements": ["C", "N", "C", "N", "O", "H", "H", "H", "H", "H", "H", "C", "C", "C", "N", "H", "H", "H", "H", "H"],
  "positions_angstrom": [[2.532, -0.476, -0.406], [1.345, -0.880, 0.304], [0.702, -2.062, 0.150], [1.328, -3.008, -0.616], [-0.391, -2.270, 0.656], [2.731, 0.569, -0.184], [3.400, -1.062, -0.087], [2.414, -0.585, -1.489], [0.780, -0.164, 0.756], [0.922, -3.927, -0.583], [2.318, -2.956, -0.777], [-2.683, 3.078, -0.831], [-2.078, 2.102, 0.054], [-1.595, 1.281, 0.783], [-0.946, 0.397, 1.577], [-3.671, 3.363, -0.468], [-2.060, 3.971, -0.895], [-2.788, 2.653, -1.830], [-1.130, -0.576, 1.323], [-1.129, 0.554, 2.562]],
  "lowdin_charge": [-0.0940, 0.0095, -0.6315, 0.1656, 0.0085, 0.0856, 0.0789, 0.0853, 0.0927, 0.1054, 0.0815, -0.1280, -0.1057, -0.1698, 0.0345, 0.0713, 0.0707, 0.0742, 0.0630, 0.1022],
  "homo_ha": -0.3035,
  "smiles": "CNC(N)=O.CC#CN"
}


It is ii) that is most stable; the runner-up trails by 0.1078 hartree.